[1]
{
  "formula": "C31H38LuSb",
  "method": "the ωB97M-V functional and the def2-TZVPD basis",
  "species": ["Lu", "Sb", "C", "C", "C", "C", "C", "C", "C", "C", "C", "C", "C", "C", "C", "C", "C", "C", "C", "C", "C", "C", "C", "C", "C", "C", "C", "C", "C", "C", "C", "C", "C", "H", "H", "H", "H", "H", "H", "H", "H", "H", "H", "H", "H", "H", "H", "H", "H", "H", "H", "H", "H", "H", "H", "H", "H", "H", "H", "H", "H", "H", "H", "H", "H", "H", "H", "H", "H", "H", "H"],
  "xyz": [[-0.64404, -0.06631, -0.27461], [-0.75305, -0.63069, 2.73053], [-4.16391, 0.18097, -1.93995], [-0.10980, 2.45017, 2.87234], [0.55114, -3.43996, 2.69976], [-0.29407, 1.29768, 3.64282], [1.11126, -2.67272, -1.63908], [-4.75223, -2.12133, 5.21499], [-2.21460, 1.21637, -0.79203], [0.75088, -0.18833, -2.27239], [-0.12685, 2.63439, 5.64725], [2.50191, -4.17702, 3.94315], [-2.98272, -0.03778, -1.00641], [1.78182, 0.80171, -0.45574], [0.67207, -2.17204, 3.27661], [1.69501, -1.89240, 4.17434], [-0.29455, 1.37858, 5.03259], [-3.63374, -0.53468, 3.75583], [0.05134, 3.69733, 3.47951], [-2.45205, -1.28206, 3.85413], [1.92464, -0.60963, -0.33758], [2.68813, -1.31386, 0.71558], [-4.77982, -0.96134, 4.43531], [-3.56476, -2.85230, 5.32449], [1.25266, -1.21330, -1.42776], [-2.41047, -2.42859, 4.64886], [0.12352, -0.35666, -3.60106], [1.09208, 1.06316, -1.67795], [0.88882, 2.39811, -2.29740], [2.38749, 1.81101, 0.44970], [1.46533, -4.44406, 3.03641], [0.04121, 3.79277, 4.87974], [2.61336, -2.89908, 4.50840], [-0.75156, 0.31179, -3.73646], [-0.24159, -1.38323, -3.75389], [3.48031, 1.88692, 0.29912], [-3.30410, -0.50304, -0.04329], [2.23138, 1.54366, 1.50626], [3.41953, -2.68539, 5.21317], [1.04448, 3.21356, -1.56971], [0.30448, -2.93093, -2.35338], [-0.43025, 0.49601, 5.64626], [-4.87287, 0.85755, -1.46144], [-1.62215, 1.64367, -1.61282], [2.04633, -3.11993, -2.03817], [-2.30777, -0.82254, -1.47051], [-4.65737, -0.75903, -2.15674], [-5.65300, -2.45622, 5.73745], [2.23295, -2.26931, 1.01539], [-3.84568, 0.63026, -2.88399], [-0.95309, 1.28554, 0.80018], [1.58629, 2.60027, -3.13818], [-0.12631, 2.52303, -2.70523], [0.89176, -3.22482, -0.69571], [1.79320, -0.90755, 4.62516], [3.22071, -4.96719, 4.20958], [-2.86171, 2.01974, -0.34460], [3.70624, -1.54101, 0.33794], [0.17737, 4.58226, 2.86333], [-3.52677, -3.75539, 5.92846], [-1.48517, -3.00172, 4.74879], [-0.24556, -3.66846, 1.99398], [1.36723, -5.43912, 2.59708], [1.96855, 2.81350, 0.28521], [2.81693, -0.69978, 1.62646], [-3.66843, 0.37310, 3.15227], [-0.10523, 2.42457, 1.77808], [0.16034, 4.77557, 5.36017], [-5.70030, -0.38128, 4.34879], [0.80461, -0.13267, -4.44992], [-0.13137, 2.70212, 6.73991]],
  "lowdin_charge": [1.35, 1.54, -0.04, -0.17, -0.17, -0.36, -0.02, -0.05, -0.20, -0.33, -0.05, -0.04, -0.37, -0.29, -0.42, -0.12, -0.12, -0.14, -0.06, -0.39, -0.28, -0.02, -0.07, -0.05, -0.32, -0.11, -0.03, -0.30, -0.02, -0.02, -0.06, -0.05, -0.05, 0.08, 0.08, 0.12, 0.14, 0.07, 0.12, 0.09, 0.09, 0.10, 0.10, 0.08, 0.12, 0.10, 0.10, 0.12, 0.07, 0.10, 0.05, 0.12, 0.07, 0.08, 0.10, 0.12, 0.13, 0.12, 0.11, 0.12, 0.10, 0.10, 0.12, 0.08, 0.09, 0.09, 0.04, 0.13, 0.12, 0.12, 0.12],
  "total_charge": 2,
  "homo_ha": [-0.518, -0.518],
  "spin_multiplicity": 1
}


[2]
{
  "formula": "C31H38N2P2Pt",
  "method": "the ωB97M-V functional and the def2-TZVPD basis",
  "species": ["Pt", "P", "P", "N", "N", "C", "C", "C", "C", "C", "C", "C", "C", "C", "C", "C", "C", "C", "C", "C", "C", "C", "C", "C", "C", "C", "C", "C", "C", "C", "C", "C", "C", "C", "C", "C", "H", "H", "H", "H", "H", "H", "H", "H", "H", "H", "H", "H", "H", "H", "H", "H", "H", "H", "H", "H", "H", "H", "H", "H", "H", "H", "H", "H", "H", "H", "H", "H", "H", "H", "H", "H", "H", "H"],
  "xyz": [[-0.16874, -0.80240, -0.16228], [0.67909, -1.87536, -1.89589], [-1.88337, -0.88872, 2.44614], [-0.90920, -0.02366, 1.48466], [0.85104, 4.09082, -0.44031], [-5.18681, -2.84727, -0.07259], [2.48353, -1.93707, -1.49275], [-3.91000, 0.02529, 4.15047], [-1.04668, -2.05600, 3.54321], [-2.70746, 0.33389, 3.47958], [0.37732, -3.80874, 5.20601], [0.50667, -3.90270, 3.81796], [-0.54327, 4.27035, -0.72801], [-5.19107, -1.46559, 0.14981], [3.41253, 1.57906, 0.74162], [4.44254, 0.83694, 0.17784], [-3.25263, -1.70143, 1.58937], [0.68134, -1.01707, -3.49477], [-3.28459, -3.09489, 1.41100], [2.80637, -0.71577, -0.68358], [1.77096, -0.00049, -0.06296], [-2.78578, 2.58907, 4.34264], [-4.23936, -3.65586, 0.56308], [4.13560, -0.30494, -0.55514], [1.01071, 2.10418, 1.15152], [-2.14327, 1.60675, 3.57851], [-0.48321, -2.85680, 5.76500], [-3.98352, 2.29070, 5.00319], [1.23052, 3.61853, 0.86905], [-1.19846, -1.98556, 4.94169], [2.06330, 1.20726, 0.58485], [0.08929, -3.55306, -2.16831], [-4.23376, -0.89179, 0.98712], [-0.20049, -3.03107, 2.98510], [-4.54202, 1.01022, 4.91372], [1.78655, 4.17583, -1.51824], [3.05930, -1.98496, -2.42801], [-0.59248, -2.78982, 6.84771], [1.58930, 3.40306, -2.28857], [1.24032, -1.59792, -4.24048], [-5.92453, -0.82922, -0.34415], [-4.23112, 0.18671, 1.16275], [2.28135, 3.90135, 1.02170], [0.00572, 1.78102, 0.83461], [0.75993, -4.08529, -2.85771], [1.14871, -0.02977, -3.38908], [-0.35881, -0.89998, -3.82313], [-1.13413, 3.42266, -0.34213], [-4.34619, -0.97094, 4.06258], [5.47359, 1.15615, 0.30449], [-2.55747, -3.72578, 1.92507], [-2.35015, 3.58496, 4.41616], [3.64654, 2.47092, 1.31958], [-5.47215, 0.77764, 5.43265], [-1.55716, -0.40771, -1.16286], [-4.23599, -4.73314, 0.38710], [-4.48669, 3.06177, 5.58976], [0.94941, -4.47447, 5.85353], [1.69923, 5.16274, -2.01260], [-5.91558, -3.29058, -0.75219], [0.02473, -4.08749, -1.21255], [-0.69404, 4.35593, -1.81338], [-1.76356, -1.09398, -0.81320], [-1.21421, 1.81884, 3.03968], [-0.93000, 5.18829, -0.24766], [2.67419, -2.86815, -0.93578], [4.91247, -0.89010, -1.04415], [1.16124, -4.65178, 3.37405], [-1.87526, -1.24889, 5.37692], [-0.08640, -3.09042, 1.89938], [-0.91279, -3.48594, -2.61212], [2.80685, 4.04740, -1.13043], [0.99136, 1.99528, 2.24771], [0.59980, 4.18275, 1.58032]],
  "mulliken_spin": [0.34, 0.16, -0.05, 0.77, 0.00, 0.00, -0.03, -0.01, -0.03, 0.00, 0.00, 0.01, -0.01, 0.00, 0.02, 0.01, 0.04, 0.01, 0.02, -0.05, 0.28, 0.00, 0.00, 0.00, 0.04, 0.01, 0.00, 0.00, 0.00, -0.01, -0.05, 0.03, 0.03, -0.08, 0.00, 0.00, 0.00, 0.00, 0.00, 0.00, 0.00, 0.01, 0.00, 0.03, 0.00, 0.01, -0.01, 0.01, 0.00, 0.00, -0.01, 0.00, 0.00, 0.00, 0.18, 0.00, 0.00, 0.00, 0.00, 0.00, 0.02, 0.00, 0.06, 0.00, 0.00, 0.02, 0.00, 0.00, 0.00, 0.21, 0.01, 0.00, 0.00, 0.00],
  "homo_ha": [-0.161, -0.255],
  "spin_multiplicity": 3
}